DFT (ωB97M-V with the def2-TZVPD basis set) results for C23H16AsO5Zn as an isolated structure.

Geometry as XYZ:
```
46
C23H16AsO5Zn, DFT ωB97M-V with the def2-TZVPD basis set
O -0.367 -0.091 -2.880
C 0.043 0.017 -1.854
Zn 1.742 0.544 -0.603
O 4.389 0.166 -2.347
C 3.384 0.327 -1.799
C -4.061 -0.595 -1.345
O -4.720 -0.354 -0.486
C 1.027 -1.196 0.408
O 0.712 -2.310 0.489
C 0.323 2.103 -0.095
O -0.174 3.144 -0.244
H -3.030 -0.542 -1.634
C 0.562 4.183 4.787
C 1.287 4.177 3.588
C 1.393 3.007 2.833
C 0.736 1.869 3.299
C 0.090 1.816 4.534
C -0.007 3.001 5.269
As 0.915 0.239 2.251
C 2.693 -0.354 2.834
C 3.761 -0.509 1.944
C 5.016 -0.874 2.439
C 5.196 -1.042 3.818
C 4.141 -0.811 4.707
C 2.880 -0.456 4.216
C -0.226 -1.032 3.208
C 0.277 -2.295 3.551
C -0.540 -3.175 4.257
C -1.892 -2.857 4.484
C -2.411 -1.658 4.003
C -1.575 -0.726 3.362
H 0.484 5.103 5.367
H 1.774 5.084 3.230
H 1.920 2.991 1.871
H -0.389 0.898 4.881
H -0.530 2.985 6.224
H 3.609 -0.381 0.858
H 5.846 -1.012 1.751
H 6.178 -1.325 4.201
H 4.287 -0.917 5.785
H 2.049 -0.290 4.896
H 1.321 -2.549 3.362
H -0.136 -4.118 4.622
H -2.548 -3.577 4.970
H -3.470 -1.409 4.139
H -1.956 0.246 3.056
```

Spin multiplicity = 1
HOMO level (alpha / beta) = -0.3634 / -0.3561 Ha
Net charge = +1
HOMO-LUMO gap (alpha / beta) = 5.2 / 5.2 eV

Electronic structure analysis, Löwdin charges in units of e: atom 1 (O): 0.207, atom 2 (C): -0.052, atom 3 (Zn): 0.370, atom 4 (O): 0.158, atom 5 (C): -0.002, atom 6 (C): -0.091, atom 7 (O): 0.100, atom 8 (C): -0.293, atom 9 (O): 0.135, atom 10 (C): -0.163, atom 11 (O): 0.093, atom 12 (H): 0.010, atom 13 (C): -0.061, atom 14 (C): -0.064, atom 15 (C): -0.122, atom 16 (C): -0.368, atom 17 (C): -0.100, atom 18 (C): -0.059, atom 19 (As): 1.292, atom 20 (C): -0.357, atom 21 (C): -0.118, atom 22 (C): -0.066, atom 23 (C): -0.061, atom 24 (C): -0.051, atom 25 (C): -0.097, atom 26 (C): -0.385, atom 27 (C): -0.111, atom 28 (C): -0.058, atom 29 (C): -0.065, atom 30 (C): -0.066, atom 31 (C): -0.119, atom 32 (H): 0.113, atom 33 (H): 0.113, atom 34 (H): 0.088, atom 35 (H): 0.098, atom 36 (H): 0.113, atom 37 (H): 0.043, atom 38 (H): 0.110, atom 39 (H): 0.114, atom 40 (H): 0.116, atom 41 (H): 0.107, atom 42 (H): 0.105, atom 43 (H): 0.112, atom 44 (H): 0.111, atom 45 (H): 0.115, atom 46 (H): 0.109